1.
The following is a DFT calculation (the ωB97M-V functional and the def2-TZVPD basis) of C30H63CdClN4O20P as an isolated structure.

Element x y z (Å)
Cd  -3.39592  1.59917  1.58237
Cl  -0.53120  1.74188  -0.87853
O  -1.28302  0.97539  -1.82079
O  0.70534  1.14085  -0.42273
O  -0.38793  3.04393  -1.29853
O  -1.46678  1.86057  0.24254
N  -1.57186  3.13980  -4.23443
C  -2.81190  2.59700  -4.47810
C  -3.03850  2.65672  -5.84889
C  -1.95867  3.33967  -6.40865
C  -1.12935  3.78240  -5.35792
H  -1.10467  3.14880  -3.33903
H  -3.25202  2.15456  -3.59666
H  -3.91841  2.23416  -6.31107
H  -1.81276  3.61196  -7.44353
H  -0.26314  4.42722  -5.34081
O  -4.65743  0.20702  0.82267
P  -5.31641  -0.99306  0.19039
N  -6.91480  -0.73691  -0.36718
C  -7.72884  0.31109  0.30350
C  -7.64434  -1.67717  -1.21207
N  -5.70805  -2.28735  1.30615
C  -5.33083  -2.15498  2.68587
C  -6.37546  -3.44053  0.84853
N  -4.48777  -1.71594  -1.15390
C  -4.36890  -0.97715  -2.38625
C  -3.52104  -2.80972  -0.81596
H  -8.38144  0.73305  -0.46081
H  -7.08317  1.06136  0.75992
H  -8.39187  0.00309  1.11197
H  -8.32189  -2.36070  -0.70039
H  -6.91872  -2.35736  -1.65809
H  -8.28662  -1.17900  -1.93829
H  -4.84943  -1.20116  2.90170
H  -6.21621  -2.19737  3.32021
H  -4.76734  -2.94518  3.18202
H  -5.93539  -4.28035  1.38626
H  -7.43631  -3.39788  1.09528
H  -6.16010  -3.65029  -0.19919
H  -5.30732  -0.51256  -2.68893
H  -3.62158  -0.19119  -2.49523
H  -4.10272  -1.68841  -3.16815
H  -2.76744  -2.91313  -1.59667
H  -4.10505  -3.71077  -0.62851
H  -3.00335  -2.49577  0.09043
C  0.37655  -2.22636  -2.50288
C  0.95455  -2.62070  -1.13304
O  1.27256  -4.07758  -1.09925
C  0.30292  -5.00039  -0.75312
O  -0.88007  -4.77388  -0.62177
O  0.89844  -6.22456  -0.79703
C  0.12301  -7.36148  -0.76584
H  1.03770  -2.70649  -3.22430
H  0.24272  -1.15697  -2.66594
H  -0.55251  -2.76917  -2.67697
H  0.17489  -2.31087  -0.43717
H  1.89533  -2.11380  -0.91833
H  -0.63245  -7.26651  -1.54581
H  -0.47111  -7.49837  0.13770
H  0.74882  -8.24899  -0.85957
C  -0.75947  5.15509  1.64868
C  0.16781  4.11457  2.32694
O  -0.13814  3.76578  3.61960
C  -1.42332  3.11668  3.85857
O  -2.16841  2.77456  2.92757
O  -1.69709  2.95707  5.16259
C  -1.02332  3.50004  6.25315
H  -1.78456  4.79680  1.55426
H  -0.41097  5.40643  0.64694
H  -0.98486  6.05051  2.22792
H  1.18656  4.49748  2.38716
H  0.15106  3.21507  1.71154
H  -1.46283  4.49157  6.36172
H  0.06062  3.47086  6.14215
H  -1.15159  2.96564  7.19446
C  2.17406  1.28061  -3.92008
C  3.07412  0.08205  -4.22967
O  3.45103  -0.46317  -2.93891
C  4.58337  -1.15045  -2.92089
O  5.24419  -1.48317  -3.88462
O  4.90916  -1.31052  -1.64910
C  6.23452  -1.60091  -1.37841
H  1.90449  1.77632  -4.85266
H  2.74985  1.96760  -3.29991
H  1.21621  1.02132  -3.46909
H  3.89039  0.35633  -4.89794
H  2.47668  -0.68365  -4.72452
H  6.54327  -2.55360  -1.80869
H  6.40216  -1.69062  -0.30512
H  6.94667  -0.84047  -1.69882
C  6.57966  1.44656  2.31603
C  6.19283  1.66129  0.82420
O  4.94382  2.33373  0.82641
C  4.65822  3.06099  -0.24714
O  5.37781  3.29875  -1.19331
O  3.41057  3.46331  -0.07099
C  2.68090  4.20938  -1.02055
H  7.59744  1.05693  2.33622
H  5.84320  0.94437  2.94336
H  6.58307  2.40234  2.84003
H  6.13688  0.71569  0.28491
H  6.99156  2.23783  0.35758
H  1.67584  4.48696  -0.70289
H  2.62735  3.78906  -2.02482
H  3.21539  5.15105  -1.14578
C  4.97652  -0.76040  6.76996
C  4.88130  -1.84120  5.68081
O  4.41739  -1.09457  4.48265
C  4.37335  -1.63686  3.27288
O  4.93919  -2.65317  2.89636
O  3.64121  -0.82168  2.47107
C  3.22179  -1.32458  1.21535
H  3.98253  -0.32344  6.86557
H  5.72307  -0.01045  6.50856
H  5.09414  -1.29993  7.70973
H  4.02892  -2.49512  5.86504
H  5.83307  -2.35395  5.54179
H  2.90117  -2.36557  1.17480
H  4.09372  -1.17940  0.57757
H  2.45622  -0.62391  0.88209

Computed properties:
2S+1 ... 1
Lowest unoccupied orbital energy ... -0.190 Ha
Frontier orbital gap ... 4.218 eV
Charge ... +1



2.
The following is a DFT calculation (the ωB97M-V functional and the def2-TZVPD basis) of a 3-piece molecular cluster, C3H8N2O2 overall.

Element x y z (Å)
C  0.65642  0.13838  -2.32320
C  1.14791  -0.78401  -1.36952
N  1.25479  -0.02664  -0.19613
C  0.85353  1.28796  -0.45878
N  0.55232  1.40099  -1.75649
H  0.54638  0.16718  -3.49975
H  1.39402  -1.84641  -1.25408
H  1.44910  -0.40044  0.73110
H  0.74161  1.92035  0.45935
O  -0.15940  -1.22326  2.12635
H  -0.78589  -0.57011  1.80303
H  -0.83607  -1.91801  2.36026
O  -2.46533  0.22530  1.23137
H  -2.05643  0.98803  1.80963
H  -2.29298  0.64067  0.33685

Computed properties:
2S+1 ... 1
Energy relative to the best compared isomer or geometry (same formula, charge and spin) ... 1.8373 eV
Structure (SMILES) ... c1c[nH]cn1.O.O
Lowest unoccupied orbital energy ... 0.014 Ha
Frontier orbital gap ... 9.184 eV



3.
The following is a DFT calculation (the ωB97M-V functional and the def2-TZVPD basis) of C8H16O2 as an isolated structure.

Element x y z (Å)
C  0.96109  -1.84168  -1.45042
C  1.30320  -0.83193  -0.37085
C  1.70292  0.59064  -0.80907
C  1.04481  1.13425  0.47451
C  0.37962  2.49713  0.40172
C  0.24011  -0.20232  0.58582
C  -1.20179  -0.16834  0.09890
C  -1.90306  -1.50759  0.20138
O  -2.59833  -1.70308  1.32180
H  0.20281  -1.45440  -2.14663
H  1.86212  -2.07533  -2.03757
H  0.60305  -2.78973  -1.02346
H  2.10472  -1.25028  0.25706
H  2.76976  0.79988  -0.96915
H  1.14285  0.90145  -1.70520
H  1.78735  1.14658  1.28637
H  -0.37209  2.54675  -0.40100
H  -0.07710  2.78505  1.36066
H  1.13211  3.26820  0.17956
H  0.22933  -0.64532  1.59205
H  -1.42108  0.55979  -0.69642
H  -1.97530  -0.95265  -0.99444
H  -1.34534  -2.40245  -0.10817
O  -2.19940  0.76054  1.34859
H  -2.73940  -0.61614  1.90585
H  -1.63296  1.45098  1.69809

Computed properties:
2S+1 ... 1
Energy relative to the best compared isomer or geometry (same formula, charge and spin) ... 6.7296 eV
Lowest unoccupied orbital energy ... 0.019 Ha
Frontier orbital gap ... 8.548 eV



4.
The following is a DFT calculation (the ωB97M-V functional and the def2-TZVPD basis) of a 7-piece molecular cluster, C23H46N3O7 overall.

Element x y z (Å)
N  2.62936  0.75228  1.77874
C  3.26246  0.64574  0.62837
O  3.68644  0.46252  -0.76575
C  2.53087  0.05268  -1.63150
C  1.45461  1.27438  -1.89040
N  0.36557  1.39430  -0.85182
C  -0.36787  0.07321  -0.88238
C  0.61217  -1.16852  -0.46239
N  1.90994  -1.26384  -1.22506
H  3.03413  -0.14608  -2.69688
H  2.02772  2.28944  -2.11827
H  0.90452  1.00285  -2.91467
H  0.71861  1.65014  0.09490
H  -1.22715  0.14737  -0.06057
H  -0.91209  -0.14885  -1.91780
H  0.00633  -2.17133  -0.68665
H  0.87352  -1.14375  0.69767
H  2.60281  -1.80894  -0.63159
H  1.75471  -1.86042  -2.08455
C  2.34317  4.50325  5.81290
C  2.04030  3.15211  5.22240
O  1.17074  2.42615  5.70148
C  2.84261  2.72357  4.02293
H  1.68762  4.67875  6.67252
H  3.38148  4.53601  6.15237
H  2.16096  5.28304  5.06910
H  3.90315  2.67703  4.28269
H  2.68272  3.42406  3.19940
H  2.51571  1.72793  3.70466
C  0.11429  -1.99089  7.87529
C  -0.95422  -1.41566  6.98455
O  -1.81283  -2.13214  6.47256
C  -0.93152  0.07024  6.74450
H  -0.02661  -3.07384  7.95814
H  1.10018  -1.79834  7.44477
H  0.04220  -1.55141  8.87337
H  0.00776  0.35458  6.26359
H  -1.05014  0.60157  7.69217
H  -1.76064  0.34363  6.08322
C  -0.24624  -6.18704  -1.17891
C  0.87686  -5.29183  -1.62974
O  0.65519  -4.17994  -2.10645
C  2.28177  -5.80975  -1.47470
H  -1.20329  -5.68310  -1.35089
H  -0.23278  -7.11734  -1.75230
H  -0.14828  -6.39667  -0.11075
H  2.40784  -6.72320  -2.06129
H  2.49237  -6.00262  -0.41976
H  2.98829  -5.05750  -1.84132
C  -1.80287  5.64036  -0.52849
C  -1.11596  4.94967  0.61917
O  0.08392  5.11103  0.83576
C  -1.95406  4.05386  1.49162
H  -1.07531  6.25354  -1.07085
H  -2.21569  4.89757  -1.21570
H  -2.59540  6.29083  -0.14993
H  -2.37357  3.24040  0.89440
H  -2.75335  4.63359  1.96014
H  -1.32598  3.62303  2.27861
C  1.32191  -5.71810  -6.05376
C  1.21465  -7.03465  -5.33181
O  1.75336  -7.21011  -4.24017
C  0.42267  -8.12826  -5.99727
H  1.92213  -5.02417  -5.45570
H  1.81305  -5.86284  -7.01929
H  0.32655  -5.28884  -6.19342
H  0.87377  -8.38036  -6.96025
H  -0.61273  -7.80640  -6.13447
H  0.43114  -9.02035  -5.36201
C  -4.51141  6.61684  -4.25319
C  -4.65269  5.63057  -3.12477
O  -4.45038  5.96205  -1.95779
C  -5.05113  4.22292  -3.47951
H  -4.21952  7.59179  -3.84854
H  -3.73671  6.27969  -4.94644
H  -5.46653  6.72569  -4.77320
H  -4.30046  3.77915  -4.13825
H  -6.03025  4.22509  -3.96509
H  -5.11441  3.62256  -2.56572

Computed properties:
2S+1 ... 1
Lowest unoccupied orbital energy ... -0.123 Ha
Frontier orbital gap ... 7.369 eV
Charge ... +1



Question: Number 2 is which compound?
Answer: C3H8N2O2